<1>
This record from the OMol25 dataset describes 8 unconnected molecules or ions with the total composition ClH14O7. The level of theory is ωB97M-V with the def2-TZVPD basis set.

CARTESIAN COORDINATES (ANGSTROEM)
Cl: 0.531 0.589 -0.322
O: 1.986 -2.621 0.194
H: 1.651 -1.729 0.000
H: 1.709 -3.151 -0.558
O: -1.387 1.073 2.314
H: -2.013 1.728 1.989
H: -0.604 1.191 1.747
O: -1.145 -1.817 1.297
H: -0.810 -1.070 0.768
H: -1.334 -1.409 2.147
O: -0.905 3.281 -1.470
H: -0.820 3.739 -0.629
H: -0.466 2.420 -1.307
O: 1.539 -1.297 -2.933
H: 1.492 -0.680 -2.182
H: 0.889 -1.973 -2.718
O: -2.002 0.022 -2.479
H: -1.148 0.096 -2.019
H: -2.518 -0.553 -1.904
O: 2.163 0.729 2.806
H: 1.419 0.306 3.246
H: 1.773 1.124 2.013

## Properties
- Total charge: -1
- Frontier orbital gap: 9.953 eV
- E_HOMO: -6.8 eV

Löwdin atomic charges, in units of e:
1 Cl 0.0245
2 O -0.0861
3 H -0.0488
4 H 0.0162
5 O -0.0961
6 H 0.0336
7 H -0.0652
8 O -0.1101
9 H -0.0795
10 H 0.0060
11 O -0.1184
12 H 0.0092
13 H -0.0930
14 O -0.0986
15 H -0.0683
16 H 0.0190
17 O -0.0967
18 H -0.0679
19 H 0.0223
20 O -0.0871
21 H 0.0232
22 H -0.0383

***

<2>
This record from the OMol25 dataset describes 8 unconnected molecules or ions with the total composition ClH14O7. The level of theory is ωB97M-V with the def2-TZVPD basis set.

CARTESIAN COORDINATES (ANGSTROEM)
Cl: 0.392 0.221 0.060
O: -2.995 4.235 0.639
H: -3.290 3.985 1.514
H: -2.229 3.685 0.476
O: -3.895 -1.376 -0.751
H: -4.048 -1.154 -1.669
H: -3.041 -0.993 -0.550
O: 4.720 -0.824 1.199
H: 4.449 -1.696 1.487
H: 3.904 -0.388 0.953
O: 0.650 2.515 -4.082
H: 0.572 2.155 -3.198
H: 0.875 1.762 -4.629
O: -0.147 -4.039 2.356
H: -0.496 -4.361 1.525
H: 0.175 -3.160 2.157
O: 2.405 -2.604 -3.182
H: 1.894 -2.342 -3.948
H: 1.943 -2.213 -2.440
O: -0.726 2.006 4.348
H: -0.849 2.933 4.144
H: -0.261 1.653 3.589

## Properties
- Total charge: -1
- Frontier orbital gap: 7.994 eV
- E_HOMO: -5.1 eV

Löwdin atomic charges, in units of e:
1 Cl -0.8613
2 O -0.0593
3 H 0.0227
4 H 0.0307
5 O -0.0666
6 H 0.0216
7 H 0.0174
8 O -0.0676
9 H 0.0231
10 H 0.0166
11 O -0.0643
12 H 0.0214
13 H 0.0203
14 O -0.0649
15 H 0.0256
16 H 0.0248
17 O -0.0637
18 H 0.0205
19 H 0.0219
20 O -0.0629
21 H 0.0194
22 H 0.0248

***

The structure with the most favorable energy is <1>; the runner-up is 30.6 kcal/mol above it.

***

<1>
This record from the OMol25 dataset describes C6H11NO2 in the gas phase. The level of theory is ωB97M-V with the def2-TZVPD basis set.

CARTESIAN COORDINATES (ANGSTROEM)
C: -0.030 2.572 -1.004
C: -0.308 1.162 0.891
C: 0.687 -0.901 0.536
C: 1.941 -0.496 0.722
C: 0.187 -2.005 -0.269
C: -1.162 -1.766 -0.801
H: -1.007 3.045 -0.779
H: 0.800 3.256 -0.704
H: -0.158 2.372 -2.049
H: 0.398 1.751 1.472
H: -1.365 1.548 1.012
H: 2.829 -1.095 0.337
H: 2.248 0.357 1.298
H: 0.890 -2.737 -0.564
H: -1.374 -2.339 -1.680
H: -1.659 -0.848 -0.619
H: -1.519 -2.290 1.136
N: -1.051 -2.625 0.282
O: -0.047 1.220 -0.490
O: -0.299 -0.181 1.273

## Properties
- Total charge: 0
- SMILES: C=C(OCOC)[C@@H]1CN1
- Frontier orbital gap: 9.349 eV
- E_HOMO: -8.5 eV

Löwdin atomic charges, in units of e:
1 C -0.0675
2 C -0.2704
3 C -0.3164
4 C 0.0756
5 C -0.1850
6 C -0.1680
7 H 0.0880
8 H 0.1039
9 H 0.0804
10 H 0.1265
11 H 0.1511
12 H 0.0922
13 H 0.0595
14 H 0.1339
15 H 0.1042
16 H 0.1042
17 H 0.1157
18 N 0.0173
19 O -0.1844
20 O -0.0610

***

<2>
This record from the OMol25 dataset describes C6H11NO2 in the gas phase. The level of theory is ωB97M-V with the def2-TZVPD basis set.

CARTESIAN COORDINATES (ANGSTROEM)
C: -0.126 -0.342 0.000
C: -0.294 1.361 0.224
C: -1.318 -1.263 0.104
C: 1.227 -0.935 -0.290
C: -0.127 0.485 1.586
C: -0.484 0.653 -1.354
O: 1.145 0.546 2.145
N: 0.305 0.882 -2.349
O: -1.075 0.331 2.345
H: 1.841 0.661 1.488
H: 1.277 1.029 -2.085
H: -1.274 1.799 0.341
H: 0.574 1.991 0.107
H: -1.543 0.541 -1.570
H: -2.248 -0.705 0.215
H: -1.385 -1.893 -0.786
H: 1.501 -1.644 0.493
H: 2.015 -0.181 -0.351
H: 1.205 -1.436 -1.262
H: -1.215 -1.879 1.000

## Properties
- Total charge: 0
- Frontier orbital gap: 7.608 eV
- E_HOMO: -7.8 eV

Löwdin atomic charges, in units of e:
1 C -0.3786
2 C 0.0397
3 C -0.0282
4 C -0.0358
5 C -0.6076
6 C -0.3108
7 O 0.0708
8 N 0.0695
9 O 0.0442
10 H 0.0872
11 H 0.0393
12 H 0.1520
13 H 0.1417
14 H 0.1266
15 H 0.1000
16 H 0.0993
17 H 0.1043
18 H 0.0844
19 H 0.1005
20 H 0.1015

***

The structure with the most favorable energy is <1>; the runner-up is 31.9 kcal/mol above it.

***

<1>
This record from the OMol25 dataset describes 2 unconnected molecules or ions with the total composition C6H11NO2. The level of theory is ωB97M-V with the def2-TZVPD basis set.

CARTESIAN COORDINATES (ANGSTROEM)
O: 1.544 1.420 -0.447
C: 0.574 1.242 -1.134
C: 0.222 -0.149 -1.634
C: -0.799 -0.830 -0.743
C: -0.275 -1.238 0.636
C: -0.804 -0.798 1.775
C: 1.860 -2.282 0.936
N: 0.637 -2.273 0.624
H: -0.084 2.017 -1.532
H: 1.139 -0.789 -1.636
H: -0.050 -0.087 -2.688
H: -1.144 -1.742 -1.232
H: -1.478 -0.011 -0.458
H: -1.584 -0.039 1.729
H: -0.636 -1.049 2.805
H: 2.511 -1.410 0.998
H: 2.371 -3.224 0.774
H: -2.678 3.008 -0.518
H: -2.383 3.254 0.975
O: -2.168 3.528 0.094

## Properties
- Total charge: 0
- SMILES: C=NC(=C)CCC=O.O
- Frontier orbital gap: 9.272 eV
- E_HOMO: -8.7 eV

Löwdin atomic charges, in units of e:
1 O 0.0637
2 C -0.2623
3 C -0.1735
4 C -0.1416
5 C -0.3995
6 C 0.0553
7 C -0.0036
8 N 0.0274
9 H 0.1132
10 H 0.1208
11 H 0.1106
12 H 0.1239
13 H 0.1061
14 H 0.0508
15 H 0.0547
16 H 0.0844
17 H 0.0663
18 H 0.0223
19 H 0.0225
20 O -0.0415

***

<2>
This record from the OMol25 dataset describes 2 unconnected molecules or ions with the total composition C6H11NO2. The level of theory is ωB97M-V with the def2-TZVPD basis set.

CARTESIAN COORDINATES (ANGSTROEM)
C: -1.916 -0.617 0.959
C: -2.205 -1.382 -0.295
O: -1.197 0.706 0.694
O: -2.040 1.532 -0.093
H: -1.720 1.369 -1.003
H: -2.826 -0.353 1.506
H: -1.192 -1.107 1.610
H: -1.316 -1.272 -0.988
H: -2.373 -2.434 -0.081
H: -3.036 -0.944 -0.841
C: 2.925 -0.179 -0.580
C: 1.724 0.570 -0.081
C: 1.696 1.303 1.031
C: 0.579 0.478 -0.921
N: -0.135 0.286 -1.817
H: 3.214 0.182 -1.567
H: 3.760 -0.059 0.107
H: 2.701 -1.241 -0.673
H: 0.816 1.840 1.332
H: 2.544 1.323 1.701

## Properties
- Total charge: 0
- SMILES: C=C(C)C#N.CCOO
- Frontier orbital gap: 10.604 eV
- E_HOMO: -10.0 eV

Löwdin atomic charges, in units of e:
1 C -0.1797
2 C -0.1003
3 O -0.2612
4 O -0.0504
5 H 0.0592
6 H 0.1132
7 H 0.1159
8 H 0.0569
9 H 0.0753
10 H 0.0741
11 C -0.0489
12 C -0.3436
13 C 0.1007
14 C -0.1903
15 N 0.1787
16 H 0.0890
17 H 0.0800
18 H 0.0868
19 H 0.0691
20 H 0.0757

***

<3>
This record from the OMol25 dataset describes C6H11NO2 in the gas phase. The level of theory is ωB97M-V with the def2-TZVPD basis set.

CARTESIAN COORDINATES (ANGSTROEM)
C: 1.005 -2.351 -0.272
C: 0.096 1.851 1.573
C: -0.903 0.238 -1.810
N: 1.285 0.125 -0.410
C: 0.666 -0.992 0.300
C: -0.661 0.970 0.640
C: -0.153 0.317 -0.514
O: -1.976 0.879 0.808
O: 0.361 -0.921 1.547
H: -2.240 1.275 1.648
H: 1.670 -0.146 -1.308
H: 0.363 -3.109 0.174
H: 0.931 -2.394 -1.360
H: 2.035 -2.586 0.006
H: -0.010 1.491 2.597
H: -0.305 2.869 1.497
H: 1.153 1.842 1.329
H: -0.402 -0.421 -2.522
H: -1.009 1.226 -2.266
H: -1.905 -0.164 -1.659

## Properties
- Total charge: 0
- Frontier orbital gap (spin up / spin down): 7.770 / 7.771 eV
- E_HOMO (spin up / spin down): -7.3 / -7.3 eV

Löwdin atomic charges, in units of e:
1 C 0.0006
2 C -0.0031
3 C -0.0165
4 N 0.1110
5 C -0.5372
6 C -0.2903
7 C -0.3348
8 O 0.1292
9 O -0.0654
10 H 0.1326
11 H 0.1083
12 H 0.0816
13 H 0.0715
14 H 0.0907
15 H 0.0967
16 H 0.0981
17 H 0.0863
18 H 0.0763
19 H 0.0822
20 H 0.0821

***

The structure with the most favorable energy is <1>; the runner-up is 11.8 kcal/mol above it.